Here is 17 unconnected molecules or ions with the total composition C84H195N7O17 from OMol25. Energies are from ωB97M-V with the def2-TZVPD basis set.

```
303
Properties=species:S:1:pos:R:3:forces:R:3
C 0.0522 4.9702 0.5813 -0.8 -1.0 0.0
C -0.9587 4.4832 -0.4988 0.5 0.3 1.3
C -2.4103 4.3649 0.0111 1.1 -0.6 0.5
O -0.9805 5.4346 -1.5371 -0.3 -0.1 -0.8
H -0.0360 4.3146 1.4609 0.0 0.3 0.0
H -0.1045 6.0069 0.8570 -0.2 0.2 0.1
H 1.0604 4.8647 0.2073 0.3 0.0 -0.2
H -0.5696 3.4801 -0.8039 -0.5 0.5 -0.3
H -2.4649 3.4997 0.6940 0.0 0.4 -0.1
H -3.0454 4.1474 -0.8335 -0.3 0.2 -0.1
H -2.7405 5.2496 0.5640 0.1 0.0 -0.3
H -0.1430 5.4323 -2.0112 0.3 0.0 0.0
C 1.4949 0.7194 -0.6468 0.4 0.0 0.0
C 0.5234 -0.4506 -0.6110 -0.6 0.5 -0.6
C -0.2131 -0.5413 0.7317 0.1 -0.3 -0.6
O -0.4764 -0.2862 -1.6792 0.5 -0.8 0.6
H 1.1428 1.6428 -0.1813 -0.3 -0.1 -0.1
H 1.8288 0.9493 -1.6733 -0.2 -0.2 0.4
H 2.3654 0.4003 -0.0724 0.1 0.1 0.0
H 1.1543 -1.3385 -0.7855 -0.6 0.0 0.0
H -0.9692 0.2524 0.8043 0.5 0.1 0.2
H 0.5345 -0.5010 1.5335 -0.4 0.0 0.0
H -0.7944 -1.4673 0.7852 0.2 -0.1 0.1
H -0.4097 -1.0387 -2.3005 0.2 0.5 0.2
C -0.7557 2.4636 -7.2265 -0.3 -0.3 1.1
C -1.2985 1.1309 -6.6868 1.4 0.1 -0.8
C -2.6051 0.6409 -7.2266 -0.6 -0.4 0.1
O -0.2855 0.1108 -6.8881 0.0 -0.1 0.2
H -1.5342 3.2085 -7.1197 -0.1 0.4 0.2
H -0.4965 2.4707 -8.2745 0.1 -0.4 -0.4
H 0.1226 2.7438 -6.6260 -0.3 0.1 -0.3
H -1.3842 1.1547 -5.6054 0.1 0.4 0.2
H -2.5334 0.0996 -8.1705 0.2 0.2 -0.1
H -3.3619 1.4200 -7.3272 0.0 0.0 0.1
H -2.9307 -0.0831 -6.4837 -0.5 -0.1 -0.2
H 0.0078 0.1333 -7.8037 -0.1 0.0 -0.1
C -2.8837 1.6068 6.5507 0.3 -0.8 -0.3
C -2.9689 2.9494 5.8324 0.9 -0.5 -0.5
C -3.6271 2.7951 4.4524 0.7 0.4 0.6
O -3.6934 3.8572 6.6208 -1.1 0.2 -0.1
H -2.4921 1.6874 7.5719 -0.1 0.2 -0.2
H -2.2082 0.9057 6.0058 -0.6 0.5 0.3
H -3.8768 1.1384 6.6026 0.2 0.1 0.0
H -1.9556 3.3292 5.6776 0.2 0.0 0.1
H -4.6680 2.6619 4.6722 -0.8 -0.2 -0.3
H -3.2069 1.9094 3.9626 -0.2 0.2 -0.1
H -3.5007 3.6931 3.8254 0.0 -0.4 0.2
H -3.1244 4.4936 7.0331 0.5 0.3 0.2
C -3.2806 1.6628 -2.1550 -0.8 -1.0 0.3
C -3.4422 1.1700 -0.6972 0.4 1.5 0.1
C -4.6814 1.7317 0.0399 0.8 -1.0 0.8
O -3.4480 -0.2310 -0.5886 0.2 -0.9 -0.5
H -2.4795 1.0869 -2.6139 0.1 0.1 -0.2
H -3.1244 2.7151 -2.3124 0.5 0.5 0.4
H -4.2167 1.4842 -2.6781 -0.2 -0.4 -0.3
H -2.5316 1.4658 -0.1639 -0.1 0.6 0.1
H -4.5557 1.5161 1.1271 -0.1 0.2 -0.7
H -5.5792 1.1932 -0.2602 -0.1 0.1 -0.3
H -4.8155 2.8029 -0.0529 0.0 0.1 -0.3
H -2.5551 -0.5242 -0.8768 -0.6 0.2 0.1
C 5.5106 -2.5598 3.9982 0.3 0.2 0.3
C 4.7311 -3.6498 3.2519 1.0 0.5 0.3
C 4.4286 -4.9150 4.0531 0.1 0.3 0.2
O 3.5325 -3.0950 2.7947 -0.9 0.5 -0.1
H 5.5992 -1.6603 3.3774 -0.1 -0.2 -0.1
H 6.5362 -2.8016 4.3109 -0.3 -0.4 -0.2
H 4.9760 -2.2592 4.8835 -0.3 0.1 0.5
H 5.3460 -3.7874 2.3572 0.1 -1.0 0.0
H 3.6697 -5.5074 3.5382 0.1 0.0 0.0
H 4.0773 -4.7157 5.0902 0.1 0.2 -0.7
H 5.3371 -5.5004 4.1536 0.1 -0.2 0.0
H 3.8089 -2.4144 2.1605 -0.4 -0.1 -0.2
C 5.1585 0.1942 0.1868 0.3 -0.7 -0.5
C 5.3898 -1.2822 -0.2495 -0.2 0.6 0.0
C 6.7139 -1.8529 0.1719 0.8 0.4 0.6
O 4.2977 -2.0408 0.2326 -0.5 0.8 0.6
H 6.1028 0.7278 0.1006 0.2 0.1 0.2
H 4.7635 0.2928 1.2094 0.2 -0.2 -0.3
H 4.4831 0.6926 -0.5086 -0.2 -0.1 0.1
H 5.4727 -1.3325 -1.3454 -0.7 0.2 -0.1
H 7.4928 -1.2871 -0.3577 0.0 -0.4 -0.2
H 6.7396 -2.9253 -0.0770 0.2 0.4 0.2
H 6.9702 -1.6530 1.2233 -0.4 -0.5 0.0
H 4.2475 -2.9229 -0.1532 0.4 -0.4 -0.5
O 4.4654 -4.4710 -1.1308 -0.6 -0.5 0.3
H 4.3525 -4.4029 -2.0867 -0.1 -0.1 0.3
H 3.6791 -4.9902 -0.7590 0.8 0.6 -0.5
O 2.3074 -5.4556 0.0953 0.0 -0.3 -0.5
H 1.9170 -4.7557 0.6342 -0.2 -0.2 0.3
H 2.1039 -6.3011 0.5276 0.1 0.5 0.3
O 1.7634 -6.9325 2.5830 0.1 -0.7 -0.1
H 1.4760 -7.8539 2.6825 0.1 0.4 0.0
H 0.9495 -6.4066 2.6183 -0.4 0.4 0.1
C -1.2271 -6.4838 0.5700 -0.2 0.3 1.6
C -1.7684 -5.5866 1.7626 0.6 -0.4 -0.4
C -2.5404 -6.4534 2.7803 -0.3 1.9 0.3
C -2.8593 -5.6342 4.1023 1.1 -0.9 -1.0
C -1.4809 -5.3109 4.7394 -0.6 -0.6 0.3
C -0.6947 -4.3624 3.8598 0.7 0.3 -0.9
N -0.5756 -5.0299 2.4982 0.4 -0.4 0.2
O 0.1234 -4.1695 1.6203 0.5 -0.4 -0.1
C -1.3868 -3.0266 3.7649 -0.4 1.0 1.3
C 0.7188 -4.0252 4.4213 -0.6 -1.1 -0.3
C -2.6433 -4.5264 1.1213 0.5 0.1 0.0
H -2.0758 -6.9441 0.0856 -0.3 -0.3 -0.1
H -0.5390 -7.2544 0.9339 -0.2 0.0 0.0
H -0.6909 -5.9117 -0.1641 0.2 0.5 -0.3
H -3.4412 -6.8098 2.2899 -0.1 -0.2 0.0
H -1.8701 -7.2557 2.9943 0.2 -0.9 0.5
H -3.4944 -6.2057 4.7782 0.1 -0.2 0.0
H -3.4135 -4.7247 3.8583 0.1 0.0 0.0
H -0.8855 -6.2284 4.8706 -0.3 0.0 -0.2
H -1.6162 -4.9358 5.7629 0.1 0.4 -0.3
H -1.7535 -2.7921 4.7919 0.1 0.1 -0.7
H -0.6970 -2.2145 3.5138 -0.1 -0.1 -0.2
H -2.2336 -2.9982 3.1102 -0.4 0.1 -0.2
H 0.5852 -3.6793 5.4395 0.0 0.5 0.2
H 1.3194 -4.9230 4.5092 0.2 -0.3 -0.1
H 1.2749 -3.3158 3.8065 -0.2 0.0 0.1
H -3.4490 -4.9666 0.5730 -0.5 -0.5 -0.3
H -2.0722 -3.9476 0.3968 0.0 0.2 0.1
H -3.0816 -3.8948 1.8618 -0.4 0.5 0.2
H -0.2841 -3.3045 1.6691 -0.3 0.6 0.0
C 2.3716 -1.0038 -3.8112 -0.5 -0.2 -0.5
C 1.8471 -2.3557 -4.3773 1.8 1.1 -0.4
C 2.6648 -3.4630 -3.6955 -0.5 -1.4 -0.7
C 2.0757 -4.8908 -3.9460 -1.0 0.8 0.3
C 0.6111 -4.9227 -3.4782 0.3 1.0 0.5
C -0.2400 -3.8371 -4.1817 0.5 1.1 -0.6
N 0.4391 -2.4631 -4.0490 -0.8 -1.7 1.3
O -0.4216 -1.4179 -4.4922 0.8 -0.6 -0.7
C -0.3613 -4.2164 -5.6597 -0.9 0.3 0.3
C -1.6130 -3.7332 -3.5115 0.3 -0.1 1.2
C 2.2437 -2.3608 -5.8918 -0.2 -0.6 0.0
H 3.4317 -0.8644 -4.0321 0.0 -0.1 0.0
H 2.2219 -0.9382 -2.7410 0.0 -0.2 0.2
H 1.8012 -0.1980 -4.2729 0.1 0.2 0.0
H 3.6377 -3.5166 -4.1967 0.1 0.5 0.3
H 2.8194 -3.2614 -2.6287 -0.3 -0.1 -0.2
H 2.6255 -5.6188 -3.3804 0.4 -0.4 0.2
H 2.1154 -5.1819 -4.9999 0.3 0.2 0.1
H 0.6538 -4.6926 -2.3982 -0.3 -0.2 -0.2
H 0.1105 -5.8921 -3.6203 0.2 0.2 0.0
H 0.5796 -4.5239 -6.0623 0.4 0.0 -0.3
H -1.0181 -5.0804 -5.7167 -0.3 0.0 -0.3
H -0.7724 -3.3769 -6.2479 0.1 -0.4 0.1
H -1.5321 -3.0627 -2.6252 0.0 -0.5 -0.4
H -2.4291 -3.3445 -4.1030 0.1 0.1 -0.5
H -1.9071 -4.7337 -3.1469 0.0 0.3 -0.1
H 2.0881 -3.3342 -6.3792 -0.3 0.4 0.2
H 3.3189 -2.1890 -6.0604 -0.4 0.4 0.4
H 1.6717 -1.5876 -6.3922 0.0 0.1 -0.4
H -0.3131 -1.3292 -5.4644 -0.1 0.2 0.3
C 1.8235 3.5019 -3.7232 0.4 0.2 -0.9
C 2.6030 4.7914 -4.0703 1.0 -0.7 0.9
C 2.1640 5.2364 -5.4482 -0.3 0.8 -0.4
C 2.6350 6.7040 -5.7522 -0.6 -0.8 0.5
C 2.2101 7.6568 -4.6379 -1.1 -0.3 0.2
C 2.6003 7.1879 -3.2412 1.5 1.0 0.9
N 2.2773 5.8015 -3.0678 -1.7 -1.1 0.8
O 2.5483 5.3397 -1.7025 1.1 0.7 -1.6
C 4.0923 7.4363 -3.0733 0.3 -0.3 1.1
C 1.8817 7.9710 -2.1126 0.0 -0.1 -1.0
C 4.1256 4.5208 -4.1319 -0.2 -0.5 0.5
H 2.2103 2.9538 -2.8468 -0.3 0.3 -0.5
H 1.9052 2.9155 -4.6527 0.1 -0.4 0.5
H 0.7556 3.7412 -3.6560 0.2 0.0 0.5
H 2.5605 4.4999 -6.1751 -0.1 0.5 0.3
H 1.0633 5.1133 -5.4692 0.3 0.5 -0.2
H 2.2244 7.0605 -6.6895 -0.1 0.0 -0.3
H 3.7169 6.7744 -5.8335 0.1 -0.3 -0.2
H 1.1166 7.7259 -4.5877 0.0 0.2 -0.5
H 2.6291 8.6539 -4.8350 -0.2 -0.2 0.3
H 4.2707 8.4951 -2.8934 0.2 0.0 -0.1
H 4.4343 6.8865 -2.1622 0.2 0.6 -0.6
H 4.6471 7.0933 -3.9323 0.4 0.1 -0.1
H 1.6680 8.9707 -2.4721 0.1 0.4 0.0
H 0.9280 7.4702 -2.0165 -0.3 0.0 0.7
H 2.4622 8.0524 -1.1819 -0.4 -0.3 -0.3
H 4.5242 4.4371 -3.1144 0.1 0.2 -0.1
H 4.6472 5.2915 -4.7033 0.1 -0.3 0.2
H 4.3161 3.5430 -4.5659 0.0 -0.1 -0.3
H 3.5167 5.5231 -1.5757 -1.0 -0.3 0.1
C -5.7211 -0.5571 -5.2256 -0.2 0.1 -0.8
C -5.5743 -2.0205 -4.8146 -1.4 0.3 1.0
C -5.2193 -2.0709 -3.3098 0.7 -1.2 -1.4
C -5.2534 -3.5294 -2.8330 -0.5 0.7 0.7
C -6.7080 -4.0137 -2.9634 0.2 -0.3 -1.2
C -7.1837 -4.0113 -4.4674 -0.7 0.1 0.6
N -6.9190 -2.6477 -4.9786 0.8 0.1 -0.2
O -7.1264 -2.6219 -6.4121 -1.4 0.1 0.7
C -6.5598 -5.1906 -5.2302 -0.1 -0.3 0.3
C -8.7523 -4.1901 -4.5511 0.9 -0.1 0.1
C -4.5704 -2.6774 -5.7077 1.4 -0.6 0.0
H -5.8074 -0.4947 -6.3162 0.0 0.0 0.1
H -4.8685 0.0550 -4.9452 0.2 -0.1 0.2
H -6.6181 -0.0916 -4.8273 -0.1 -0.1 0.3
H -4.2200 -1.6500 -3.3022 0.3 0.2 0.6
H -5.9057 -1.4814 -2.7228 -0.2 0.4 0.1
H -4.9890 -3.5821 -1.7787 0.1 0.1 0.2
H -4.4938 -4.1461 -3.3240 -0.4 0.0 -0.2
H -7.3771 -3.4102 -2.3386 0.2 0.2 -0.2
H -6.7862 -5.0271 -2.5870 -0.1 -0.3 0.0
H -6.8326 -5.1815 -6.2714 -0.1 0.3 -0.5
H -5.4691 -5.2702 -5.1930 -0.3 0.0 0.3
H -7.0197 -6.1076 -4.8289 0.4 0.2 0.0
H -9.2482 -3.3608 -4.0721 0.0 0.6 0.0
H -9.1115 -4.2777 -5.5942 0.3 -0.1 0.5
H -9.0647 -5.0482 -3.9547 0.1 -0.3 -0.3
H -4.3145 -3.6955 -5.3703 0.0 0.5 -0.2
H -3.6388 -2.0882 -5.7208 -0.2 -0.2 0.0
H -4.9409 -2.7570 -6.7263 0.0 0.1 0.0
H -7.9733 -2.1544 -6.3554 0.2 -0.1 -0.9
C -6.3722 -4.0448 5.6020 -0.1 0.8 0.1
C -6.6254 -2.7280 4.8251 0.6 -1.0 0.8
C -5.6245 -1.6674 5.3357 0.7 0.4 -1.0
C -5.6367 -0.4223 4.4143 0.2 -1.7 -1.0
C -5.4655 -0.9208 2.9047 -0.1 -0.5 1.1
C -6.5071 -1.9641 2.4047 1.0 0.3 0.2
N -6.3982 -3.0195 3.4034 -0.2 -1.2 -0.2
O -7.1481 -4.2055 2.9839 -1.3 1.6 0.8
C -7.8488 -1.2363 2.3271 -0.8 0.5 -0.2
C -6.0739 -2.6246 1.0546 -0.1 1.1 0.4
C -7.9976 -2.3040 5.2155 -1.3 0.8 0.8
H -5.3921 -4.4462 5.3805 0.2 -0.2 -0.1
H -7.1494 -4.7839 5.4531 0.0 -0.2 -0.4
H -6.4506 -3.7764 6.6479 0.3 0.0 0.4
H -5.7381 -1.4356 6.4074 -0.4 -0.1 -0.4
H -4.6221 -2.0867 5.2393 0.1 -0.2 0.0
H -4.8057 0.2484 4.5859 0.2 0.0 0.3
H -6.5461 0.1634 4.5365 -0.1 0.0 -0.1
H -4.4558 -1.3437 2.7029 -0.5 0.5 0.3
H -5.6249 -0.0282 2.3629 0.2 0.9 -1.2
H -8.7074 -1.9206 2.3387 0.1 0.0 -0.3
H -7.9971 -0.5951 3.2162 0.2 -0.2 -0.7
H -7.9433 -0.5747 1.4272 0.2 -0.7 0.6
H -5.1454 -3.1988 1.1778 -0.3 0.2 0.1
H -6.8607 -3.2937 0.7105 0.1 0.0 -0.1
H -5.8954 -1.8296 0.3117 -0.1 -0.3 0.1
H -8.0485 -2.3306 6.3156 -0.2 -0.3 -0.3
H -8.7742 -2.9632 4.8145 0.0 0.2 0.1
H -8.2251 -1.2564 4.9996 -0.1 -0.3 -0.3
H -8.1248 -3.9566 3.0661 1.6 -0.5 -0.2
C 2.7862 3.5643 7.2226 -0.3 0.2 0.4
C 2.6843 2.1697 6.5781 -0.5 0.6 -0.9
C 1.7401 1.2109 7.3811 0.7 2.7 0.4
C 1.3479 -0.0119 6.6514 1.8 -1.7 0.2
C 0.6760 0.3477 5.3606 0.1 0.2 -0.8
C 1.5557 1.3059 4.4464 0.2 -0.8 0.2
N 2.0527 2.4344 5.2406 0.3 0.0 0.2
O 3.0416 3.1583 4.4033 -1.4 -0.1 0.9
C 2.7006 0.4608 3.8185 0.2 0.3 0.6
C 0.7332 1.8928 3.2885 -0.5 -1.5 0.3
C 4.0533 1.5873 6.3971 -0.2 -1.4 0.7
H 1.8827 4.1473 6.9205 0.7 -0.3 0.4
H 3.7104 4.1223 6.9809 -0.5 -0.4 -0.4
H 2.8302 3.4805 8.3126 -0.3 -0.1 0.0
H 2.2586 1.0394 8.3362 -0.2 -0.2 -0.2
H 0.8468 1.8210 7.6211 0.2 -0.3 0.0
H 0.8416 -0.6523 7.3993 -0.5 0.1 -0.9
H 2.2682 -0.5914 6.3830 -0.5 0.3 0.4
H -0.2352 0.8239 5.6576 -0.8 0.6 -0.3
H 0.4269 -0.5526 4.7687 0.1 0.4 0.2
H 3.4061 1.1795 3.4053 0.2 -0.2 -0.2
H 3.2399 -0.1434 4.5663 -0.4 0.1 -0.5
H 2.3564 -0.1956 3.0243 -0.2 -0.1 -0.1
H -0.0263 2.6277 3.6059 0.5 -0.2 -0.1
H 1.3790 2.2267 2.4746 -0.1 0.4 0.2
H 0.2265 0.9824 2.9234 -0.3 0.7 -0.2
H 3.9260 0.5331 6.1147 0.5 0.3 0.3
H 4.5841 1.6378 7.3526 0.3 0.0 -0.3
H 4.5566 2.0756 5.5908 0.6 0.4 -0.2
H 2.6103 4.0205 4.4579 0.4 0.1 -0.3
C 9.0104 6.1783 -0.0507 0.6 -0.6 -0.4
C 7.7018 6.2339 -0.8987 1.6 -0.9 1.7
C 7.6319 4.9080 -1.7087 -1.5 0.1 -0.6
C 7.2295 3.6468 -0.8674 0.7 0.5 -0.8
C 5.9573 3.8904 -0.1055 -0.8 0.8 1.3
C 6.0606 5.1353 0.8557 0.5 -0.5 -1.2
N 6.5506 6.2761 0.0388 -1.3 0.3 -1.1
O 6.5760 7.4642 0.7988 0.6 -0.4 0.2
C 4.7348 5.5741 1.5351 0.4 -0.7 -0.1
C 6.9884 4.7497 1.9972 0.4 0.7 0.7
C 7.7461 7.4946 -1.7853 -0.1 -1.4 0.1
H 9.2078 5.1810 0.3528 -0.4 0.1 0.2
H 9.0539 6.9001 0.7576 -0.1 0.2 0.1
H 9.9228 6.3263 -0.6310 -0.2 0.4 -0.4
H 6.8792 5.1117 -2.5119 0.2 -0.4 0.5
H 8.5493 4.6733 -2.2547 0.2 0.4 0.3
H 8.0667 3.4560 -0.1819 -0.2 -0.2 -0.1
H 7.1256 2.7545 -1.5304 0.1 0.7 0.4
H 5.6818 3.0546 0.5669 0.1 0.2 -0.5
H 5.1371 4.0581 -0.8051 -0.2 -0.1 0.0
H 5.0613 6.3461 2.2471 -0.7 -0.3 0.0
H 3.9869 5.9744 0.8612 0.1 0.3 -0.4
H 4.2273 4.7056 2.0098 0.6 0.5 0.1
H 7.2686 5.6564 2.5524 0.0 -0.2 0.1
H 6.4111 4.1589 2.6878 -0.1 -0.4 0.4
H 7.9162 4.2260 1.7745 -0.2 0.0 -0.3
H 8.4840 7.3215 -2.5767 -0.2 0.1 0.1
H 7.9950 8.3855 -1.2370 0.1 0.2 0.3
H 6.7612 7.5918 -2.1939 -0.5 0.3 -0.5
H 7.2936 7.3076 1.4413 -0.2 0.4 0.0
```
Forces are in eV/Å.

Results
* Kohn-Sham gap: 8.94 eV
* energy relative to the best compared isomer or geometry (same formula, charge and spin): 0.0 kJ/mol
* electronic energy: -4979.59048 hartree
* molar mass: 1575.52 g mol⁻¹



Here is a molecular structure, C12H14IrN7O4Se from OMol25. Energies are from ωB97M-V with the def2-TZVPD basis set.

```
39
Properties=species:S:1:pos:R:3:forces:R:3
Ir 0.0461 -0.8283 -1.1984 -0.3 -0.5 -0.4
N -0.3974 -2.1739 -3.0330 0.1 0.0 -0.1
C -1.2103 -3.3131 -2.5624 -0.1 0.1 0.0
C -0.7986 -3.7160 -1.1604 0.2 0.3 0.4
O -0.7258 -4.8579 -0.7884 -0.1 -0.1 -0.1
N -0.4958 -2.6175 -0.3343 -0.3 -0.2 -0.4
C 0.2233 -2.8734 0.8752 0.4 0.4 0.0
C 1.6481 -2.2801 0.6865 0.1 -0.1 0.1
O 2.5693 -2.5620 1.3980 -0.1 0.1 0.0
O 1.7225 -1.3576 -0.2819 0.3 -0.1 0.1
H -0.8966 -1.6583 -3.7547 0.0 0.0 0.0
H 0.4762 -2.4943 -3.4396 0.0 0.0 0.0
H -1.1417 -4.1801 -3.2153 0.0 0.0 0.0
H -2.2534 -2.9954 -2.5317 0.0 0.0 0.0
H 0.2872 -3.9207 1.1552 -0.1 0.0 0.0
H -0.2018 -2.2862 1.6955 -0.1 -0.2 0.0
C 2.7514 0.5232 2.0263 -0.1 0.2 0.0
N 2.2820 1.9211 2.0489 0.1 -0.2 0.1
C 2.9760 2.9543 2.5873 0.0 0.0 0.0
C 2.2132 4.0799 2.4408 0.0 0.0 0.0
N 1.0637 3.7052 1.8257 -0.1 0.1 0.0
C -0.0387 4.6148 1.4802 0.2 -0.1 0.0
C 1.0954 2.3709 1.5784 0.1 0.1 0.0
Se -0.2418 1.4375 0.7074 -0.1 0.3 0.3
H 3.6616 0.4758 2.6149 0.0 0.0 0.0
H 2.9367 0.2101 1.0039 0.0 0.0 0.0
H 1.9965 -0.1138 2.4754 0.0 0.0 0.0
H 3.9472 2.8219 3.0315 0.0 0.0 0.0
H 2.4096 5.0987 2.7257 0.0 0.0 0.0
H 0.1504 5.5605 1.9779 0.0 0.0 0.0
H -0.9758 4.1910 1.8277 0.0 0.0 0.0
H -0.0716 4.7593 0.4036 0.0 0.0 0.0
O -1.4508 0.4171 -1.7012 -0.3 0.1 0.5
N -2.6441 0.3399 -1.0424 0.6 0.0 -0.7
C -3.5947 0.0036 -1.8371 -0.3 -0.1 0.1
C -3.3306 -0.3967 -3.2018 0.0 0.2 0.2
N -3.0425 -0.7448 -4.2569 0.0 -0.1 0.0
C -4.9356 -0.0375 -1.3146 0.1 0.0 -0.1
N -6.0090 -0.0773 -0.9120 0.0 0.0 0.0
```
Forces are in eV/Å.

Results
* 2S+1: 6
* Kohn-Sham gap (spin up / spin down): 7.51 / 5.76 eV
* charge: +1
* ⟨S²⟩: 8.782
* energy relative to the best compared isomer or geometry (same formula, charge and spin): 16.9 kJ/mol
* electronic energy: -3655.24856 hartree
* molar mass: 591.47 g mol⁻¹